# 1
ORCA calculation (ωB97M-V/def2-TZVPD) on 9 unconnected molecules or ions with the total composition H18O9.

* HOMO level: -10.603 eV
* 2S+1: 1
* net charge: 0
* calculated total energy: -18719.595 eV

```
27
Properties=species:S:1:pos:R:3:forces:R:3:nbo_charge:R:1
O -0.40268 0.24806 0.35047 -0.256 0.502 0.510 -0.98
H 0.43582 0.16638 -0.10392 0.173 -0.386 -0.224 0.48
H -0.90626 -0.51378 0.06370 -0.200 -0.203 -0.119 0.49
O -2.03689 -1.07997 3.35440 -0.046 -0.248 0.376 -0.95
H -1.27993 -1.28710 2.80637 0.232 -0.006 -0.156 0.47
H -2.68180 -0.71872 2.74627 -0.100 0.282 -0.174 0.47
O -0.18824 -1.72653 -1.95355 0.298 0.102 0.156 -0.95
H -0.08617 -1.47130 -2.87043 -0.002 -0.003 -0.273 0.47
H -1.13216 -1.83633 -1.83865 -0.428 -0.066 0.047 0.48
O 2.86937 -2.05256 -0.71165 -0.170 -0.901 -0.945 -0.97
H 3.27278 -1.62912 0.04611 0.016 -0.136 0.448 0.47
H 2.29198 -1.38432 -1.08084 -0.248 -0.187 0.000 0.46
O -2.22278 1.81621 2.33199 -0.375 0.214 -0.116 -0.96
H -1.99156 1.93326 3.25344 -0.014 -0.082 0.269 0.47
H -1.38552 1.67260 1.89084 0.295 -0.272 -0.336 0.49
O -0.65098 2.63239 -2.07099 0.014 0.066 -0.269 -0.93
H -0.07916 3.35080 -1.80055 0.023 0.317 0.052 0.46
H -0.21116 1.84337 -1.75438 -0.178 -0.414 0.257 0.47
O -3.38860 -0.95666 -0.44915 0.349 -0.157 -0.095 -0.96
H -3.55628 -0.05066 -0.18976 0.042 0.397 0.071 0.48
H -4.21655 -1.40939 -0.28865 -0.176 -0.206 0.036 0.48
O 1.99549 0.67421 -1.02820 0.010 0.226 0.093 -0.97
H 1.83588 1.53064 -0.63163 -0.001 0.474 0.216 0.49
H 2.10807 0.85875 -1.96067 0.140 -0.074 -0.425 0.50
O 3.77576 -0.33893 0.98407 0.364 0.272 0.913 -0.93
H 4.63021 -0.36451 0.55337 0.376 0.117 -0.038 0.48
H 3.20130 0.09329 0.35208 -0.138 0.373 -0.274 0.48
```
Positions in Å, forces in eV/Å.

# 2
ORCA calculation (ωB97M-V/def2-TZVPD) on 9 unconnected molecules or ions with the total composition H18O9.

* HOMO level: -9.439 eV
* 2S+1: 1
* net charge: 0
* calculated total energy: -18717.211 eV

```
27
Properties=species:S:1:pos:R:3:forces:R:3:nbo_charge:R:1
O 0.03472 0.11346 -0.99031 -1.796 0.208 -0.290 -0.96
H -0.86438 -0.10619 -1.25933 -0.038 0.437 -0.097 0.46
H 0.34867 -0.68360 -0.54859 -0.189 0.219 0.610 0.48
O 1.65669 -0.64533 0.44889 -2.268 -0.298 0.714 -0.94
H 1.85986 0.13992 -0.07179 0.008 -0.072 0.089 0.49
H 1.98424 -0.43350 1.33027 -0.477 -0.300 -0.659 0.47
O -2.63467 -0.30284 1.00253 -0.231 -0.190 0.048 -0.94
H -3.16716 0.49802 0.93875 0.103 0.012 -0.033 0.48
H -3.28311 -1.01593 1.00603 -0.034 0.009 -0.176 0.47
O 0.79243 -0.60498 -3.13839 0.374 -0.628 -1.095 -0.93
H 0.56188 -1.26729 -2.47719 0.091 0.348 -0.071 0.47
H 1.21560 -1.11193 -3.84047 0.026 0.001 -0.138 0.45
O 3.72198 -0.58550 0.79691 3.656 0.108 1.038 -0.94
H 4.01549 -0.32096 1.67604 0.592 0.147 -0.048 0.46
H 4.18646 -1.41420 0.63410 -0.007 -0.036 -0.079 0.48
O -0.93259 4.07663 -0.37536 -0.153 0.109 0.202 -0.93
H -1.24963 4.92075 -0.03487 0.057 -0.045 -0.079 0.46
H -1.29010 3.42645 0.23981 0.139 -0.054 -0.125 0.47
O -2.02212 -0.61105 3.90074 -0.144 -0.096 0.223 -0.95
H -2.19785 -0.96789 3.02280 0.145 0.292 -0.097 0.48
H -2.74209 0.01238 4.04892 0.139 -0.074 -0.002 0.46
O -2.20099 1.73704 -4.59253 -0.047 -0.064 -0.250 -0.94
H -2.57953 2.00028 -5.43894 0.005 0.014 0.117 0.46
H -1.47613 1.14886 -4.83259 0.051 0.025 0.192 0.47
O 2.30850 -2.99471 2.86890 -0.016 0.138 0.060 -0.93
H 2.60554 -2.08304 2.77089 -0.040 -0.180 -0.036 0.46
H 1.34829 -2.92485 2.91478 0.053 -0.029 -0.019 0.47
```
Positions in Å, forces in eV/Å.

# 3
ORCA calculation (ωB97M-V/def2-TZVPD) on 9 unconnected molecules or ions with the total composition H18O9.

* HOMO level: -11.275 eV
* 2S+1: 1
* net charge: 0
* calculated total energy: -18718.831 eV

```
27
Properties=species:S:1:pos:R:3:forces:R:3:nbo_charge:R:1
O 0.14562 0.41968 -0.91989 -0.022 -0.147 0.046 -0.94
H -0.55927 -0.04582 -1.38404 0.047 0.071 0.022 0.47
H 0.51632 -0.24536 -0.32889 -0.062 0.095 -0.038 0.46
O -0.51321 0.51326 3.19970 0.176 -0.032 -0.159 -0.93
H 0.16015 -0.14984 3.01028 -0.073 0.045 0.110 0.46
H -0.21391 1.29470 2.72141 -0.085 -0.009 0.054 0.47
O -3.41293 3.58538 -0.04279 -0.064 -0.124 -0.176 -0.94
H -4.12761 3.67291 -0.68353 0.060 0.070 0.080 0.47
H -3.06930 2.69776 -0.19458 0.032 0.045 0.105 0.47
O 0.16988 -4.39738 -0.87719 0.151 0.118 0.121 -0.94
H 0.34863 -5.13728 -0.28593 -0.110 0.012 -0.055 0.48
H 1.02342 -3.95920 -0.96918 -0.052 -0.055 -0.069 0.47
O 4.48089 -0.20691 -1.74453 0.101 -0.092 0.266 -0.92
H 5.28495 0.31574 -1.64806 -0.048 0.016 -0.086 0.47
H 4.12179 -0.25182 -0.85121 -0.100 0.154 -0.266 0.45
O -5.01386 -0.73795 0.24169 -0.059 0.302 -0.176 -0.93
H -4.66906 -0.86808 -0.64891 0.058 -0.232 0.161 0.47
H -5.49156 0.09749 0.18848 -0.017 -0.071 0.101 0.46
O -2.89788 -3.02517 -0.40414 0.064 0.225 -0.175 -0.94
H -2.52137 -2.95841 -1.28889 0.043 -0.212 0.091 0.46
H -2.13785 -2.93443 0.18161 -0.075 -0.080 -0.030 0.47
O 4.83130 -0.86466 1.98490 0.002 -0.026 -0.188 -0.93
H 5.68651 -1.30917 1.98986 -0.052 0.029 0.052 0.47
H 4.59372 -0.82366 1.05170 0.097 -0.076 0.207 0.45
O 1.46978 5.13133 -0.86582 -0.165 -0.001 0.059 -0.94
H 0.88335 5.84111 -0.58067 0.081 -0.042 -0.029 0.47
H 0.91146 4.34580 -0.85139 0.071 0.016 -0.030 0.47
```
Positions in Å, forces in eV/Å.

# 4
ORCA calculation (ωB97M-V/def2-TZVPD) on 9 unconnected molecules or ions with the total composition H18O9.

* HOMO level: -9.711 eV
* 2S+1: 1
* net charge: 0
* calculated total energy: -18717.423 eV

```
27
Properties=species:S:1:pos:R:3:forces:R:3:nbo_charge:R:1
O -0.03742 0.30305 -0.83341 0.263 0.607 -0.051 -0.94
H 0.42402 -0.54235 -0.79647 -0.205 0.097 0.057 0.48
H 0.12611 0.62055 -1.72865 0.037 0.244 0.188 0.46
O -0.46481 -2.13852 -1.33418 -0.269 -1.102 -0.265 -0.95
H -1.36672 -2.27337 -1.02213 0.130 0.064 0.061 0.47
H -0.57464 -1.80473 -2.23168 0.064 -0.049 0.064 0.48
O 1.36860 4.35567 -3.35343 0.003 -0.044 -0.227 -0.93
H 0.85139 4.88967 -3.96688 0.013 -0.012 0.114 0.47
H 1.90598 3.79599 -3.92524 -0.004 0.049 0.099 0.46
O 2.96543 0.11206 2.86886 0.090 -0.015 -0.123 -0.94
H 2.94347 1.07323 2.80052 -0.101 -0.066 0.038 0.48
H 3.00712 -0.18722 1.95361 -0.047 0.159 0.068 0.46
O -4.51370 -2.16177 -1.57052 0.302 -0.021 -0.023 -0.93
H -3.79711 -1.76030 -1.06623 -0.183 0.083 0.025 0.46
H -4.08161 -2.50145 -2.36230 -0.146 -0.012 -0.003 0.47
O 1.10207 -2.87786 1.34583 -3.830 -0.834 1.698 -0.93
H 0.63807 -3.12974 0.53945 -0.005 -0.167 -0.153 0.48
H 0.39762 -2.61938 1.95075 -0.337 -0.180 0.159 0.46
O -0.53609 1.56912 2.64917 -0.207 0.007 0.163 -0.92
H -1.21983 2.17987 2.94662 0.136 -0.038 -0.017 0.46
H -0.98918 0.72045 2.59034 0.133 0.079 -0.086 0.47
O -2.52632 3.09418 -0.09034 -0.247 -0.016 0.081 -0.92
H -3.32948 2.68527 -0.43199 0.092 0.040 -0.017 0.46
H -2.73850 3.29657 0.82781 0.103 0.007 -0.116 0.46
O 2.91029 -2.33843 0.57045 3.556 1.655 -1.643 -0.94
H 2.13949 -1.76650 0.65850 0.464 -0.273 0.026 0.47
H 3.51935 -2.01658 1.24458 0.196 -0.260 -0.117 0.46
```
Positions in Å, forces in eV/Å.

It is found that the LUMO values, taken in the order of the records, are -0.36 0.21 -0.41 -0.21 eV.
It is found that the HOMO-LUMO gap values, taken in the order of the records, are 10.2389 9.6504 10.8687 9.4974 eV.
It is found that the energy above the lowest of the compared OMol25 structures with the same formula, charge and spin values, taken in the order of the records, are 245.15 475.13 318.82 454.71 kJ/mol.